[1]
C24H60B2FN4O6 | ωB97M-V with the def2-TZVPD basis set

Results
- F_max (Eh/bohr) = 0.048
- Kohn-Sham gap (hartree) = 0.2383
- energy (Eh) = -1770.4878
- total charge = -1

Each line ends with the Mulliken charge.
Cartesian coordinates (Å):
1 C 1.448 1.880 1.368  -0.4575
2 C 0.335 2.380 0.455  -0.3358
3 O 0.029 1.466 -0.569  -0.9531
4 B -0.799 0.375 -0.287  0.7150
5 O -1.875 0.615 0.644  -0.4119
6 B -0.637 -1.172 -0.976  0.4703
7 C -0.502 -2.371 0.161  -1.0388
8 C 0.483 -2.141 1.288  0.7950
9 C 0.545 -3.297 2.321  -1.1650
10 C 0.750 -4.682 1.745  -1.0107
11 N 2.031 -4.917 1.021  0.3311
12 C 2.368 -6.339 1.137  -1.1080
13 C 3.122 -4.155 1.581  0.5061
14 C 3.602 -4.454 2.996  -1.4788
15 O 3.710 -3.306 0.911  -0.5277
16 C 0.506 -1.262 -2.172  -0.6355
17 C 1.941 -1.444 -1.725  1.4273
18 C 2.924 -1.389 -2.893  -1.8478
19 F 2.343 -0.437 -0.842  -0.3034
20 H 2.405 2.027 0.874  0.3369
21 H 1.458 2.443 2.300  -0.0196
22 H 1.379 0.814 1.566  -0.0338
23 H -0.534 2.685 1.045  0.2986
24 H 0.698 3.289 -0.029  0.3295
25 H -1.553 0.611 1.544  0.2963
26 H -1.733 -1.354 -1.535  -0.3821
27 H -1.497 -2.522 0.596  0.0965
28 H -0.272 -3.299 -0.370  0.1150
29 H 0.209 -1.264 1.879  0.1128
30 H 1.497 -1.965 0.932  -0.0403
31 H 1.248 -3.067 3.121  0.2963
32 H -0.444 -3.317 2.785  0.5498
33 H -0.054 -4.912 1.053  0.5327
34 H 0.670 -5.416 2.559  0.4013
35 H 2.590 -6.635 2.168  0.4367
36 H 1.491 -6.910 0.845  0.3629
37 H 3.195 -6.602 0.485  0.2892
38 H 4.098 -3.555 3.346  0.3604
39 H 2.800 -4.685 3.690  0.3915
40 H 4.337 -5.252 2.977  0.3901
41 H 0.275 -2.024 -2.914  -0.0262
42 H 0.465 -0.307 -2.715  0.1578
43 H 2.039 -2.421 -1.249  -0.2251
44 H 3.930 -1.636 -2.552  0.4061
45 H 2.597 -2.019 -3.712  0.3000
46 H 2.943 -0.354 -3.233  0.4522
47 C -4.604 4.019 -2.093  -1.6455
48 C -3.913 3.214 -0.994  0.5092
49 C -4.264 3.660 0.432  -0.7618
50 O -3.660 4.869 0.866  -0.3497
51 C -4.257 6.049 0.379  -0.7093
52 N -2.473 3.206 -1.236  -0.6179
53 H -4.113 4.976 -2.271  0.2978
54 H -4.570 3.468 -3.033  0.3962
55 H -5.655 4.210 -1.855  0.3587
56 H -4.262 2.181 -1.080  0.4672
57 H -3.891 2.893 1.114  0.2783
58 H -5.354 3.721 0.570  0.4874
59 H -5.345 5.950 0.307  0.3122
60 H -3.852 6.333 -0.596  0.2386
61 H -4.022 6.851 1.081  0.2483
62 H -2.049 2.562 -0.565  -0.0280
63 H -2.108 4.119 -0.979  0.3258
64 C -1.597 -3.623 -8.080  -1.4073
65 C -1.096 -4.377 -6.853  0.3833
66 C -1.525 -3.767 -5.510  -0.8369
67 O -0.840 -2.599 -5.134  -0.1144
68 C -1.261 -1.407 -5.763  -0.8075
69 N 0.360 -4.526 -6.948  -0.7738
70 H -1.002 -2.734 -8.285  0.2964
71 H -1.530 -4.259 -8.964  0.3475
72 H -2.639 -3.319 -7.963  0.3361
73 H -1.535 -5.379 -6.890  0.3907
74 H -1.296 -4.494 -4.726  0.3323
75 H -2.611 -3.597 -5.485  0.4201
76 H -2.343 -1.400 -5.930  0.3463
77 H -0.739 -1.246 -6.711  0.2455
78 H -0.999 -0.585 -5.098  0.2545
79 H 0.681 -5.133 -6.200  0.2832
80 H 0.774 -3.624 -6.728  0.3427
81 C 1.550 3.878 7.352  -1.4017
82 C 2.653 4.619 6.602  0.3693
83 C 2.148 5.587 5.524  -0.7238
84 O 1.676 4.984 4.341  -0.3427
85 C 0.371 4.440 4.410  -0.6037
86 N 3.602 3.638 6.068  -0.7154
87 H 1.155 3.042 6.778  0.2958
88 H 1.942 3.466 8.282  0.3417
89 H 0.722 4.544 7.604  0.3440
90 H 3.187 5.230 7.337  0.3931
91 H 2.993 6.206 5.210  0.3206
92 H 1.385 6.266 5.933  0.3969
93 H -0.288 5.051 5.033  0.3347
94 H 0.392 3.415 4.787  0.2022
95 H -0.030 4.407 3.398  0.2106
96 H 4.404 4.125 5.678  0.2702
97 H 3.169 3.190 5.265  0.3055

[2]
C24H60BrN3O3 | ωB97M-V with the def2-TZVPD basis set

Results
- F_max (Eh/bohr) = 0.025
- Kohn-Sham gap (hartree) = 0.3293
- energy (Eh) = -3913.8756
- energy relative to the best compared isomer or geometry (same formula, charge and spin) (kcal per mole) = 4.8
- total charge = +2

Each line ends with the Mulliken charge.
Cartesian coordinates (Å):
1 Br -0.559 0.736 -1.410  -0.5394
2 C -6.516 3.185 0.504  -1.1669
3 C -6.099 2.242 -0.607  -0.4489
4 N -4.640 2.294 -0.955  0.3555
5 C -4.374 1.195 -1.943  -1.0842
6 C -4.309 3.622 -1.604  -0.3835
7 C -2.970 3.657 -2.321  -1.1473
8 C -3.750 2.071 0.228  -0.1343
9 C -3.957 0.748 0.946  -0.8193
10 O -3.295 0.823 2.176  -0.0689
11 C -4.089 0.725 3.351  -1.0442
12 H -7.582 3.074 0.686  0.4402
13 H -6.303 4.220 0.249  0.3438
14 H -5.998 2.967 1.441  0.1963
15 H -6.636 2.561 -1.505  0.5262
16 H -6.398 1.211 -0.462  0.4976
17 H -4.860 0.288 -1.601  0.4432
18 H -3.300 1.062 -2.078  0.3483
19 H -4.800 1.470 -2.908  0.3998
20 H -4.290 4.343 -0.784  0.3834
21 H -5.140 3.872 -2.259  0.4356
22 H -2.168 3.195 -1.748  0.2338
23 H -2.737 4.695 -2.539  0.4124
24 H -3.032 3.123 -3.269  0.3353
25 H -3.803 2.933 0.890  0.5650
26 H -2.748 2.043 -0.193  -0.6078
27 H -3.475 -0.034 0.349  0.1826
28 H -5.008 0.460 1.022  0.6688
29 H -5.163 0.792 3.152  0.4665
30 H -3.831 1.540 4.027  0.2873
31 H -3.933 -0.245 3.830  0.2785
32 C 1.950 -1.881 -2.280  -0.6271
33 C 3.248 -1.899 -3.040  -0.6522
34 N 3.875 -3.290 -3.270  -0.1304
35 C 2.923 -4.123 -4.067  -1.0143
36 C 5.125 -3.036 -4.055  -0.4720
37 C 5.996 -4.235 -4.304  -1.2653
38 C 4.149 -4.007 -1.989  -0.6841
39 C 5.181 -3.387 -1.078  -0.7772
40 O 4.676 -2.281 -0.373  -0.3401
41 C 4.100 -2.632 0.872  -0.0973
42 H 1.193 -2.387 -2.880  0.3365
43 H 1.607 -0.848 -2.197  0.0441
44 H 2.043 -2.304 -1.285  0.1323
45 H 4.029 -1.350 -2.518  0.3858
46 H 3.144 -1.495 -4.044  0.6228
47 H 2.062 -4.320 -3.437  0.4567
48 H 3.411 -4.999 -4.464  0.4200
49 H 2.556 -3.515 -4.896  0.3535
50 H 5.702 -2.271 -3.536  0.4810
51 H 4.831 -2.549 -4.985  0.5589
52 H 6.562 -4.567 -3.434  0.3291
53 H 6.708 -4.102 -5.117  0.4146
54 H 5.427 -5.114 -4.626  0.2732
55 H 4.430 -5.030 -2.243  0.5869
56 H 3.188 -4.115 -1.488  0.5492
57 H 6.061 -3.048 -1.628  0.4065
58 H 5.567 -4.173 -0.418  0.3527
59 H 3.439 -1.826 1.181  -0.3517
60 H 4.869 -2.843 1.616  0.3826
61 H 3.446 -3.515 0.790  0.3365
62 C -0.808 3.398 2.444  -1.1428
63 C 0.267 2.617 1.759  -0.1174
64 N 0.767 1.394 2.509  0.5300
65 C 1.679 0.669 1.591  -1.5420
66 C 1.469 1.806 3.774  -0.3629
67 C 2.537 2.864 3.586  -1.4077
68 C -0.402 0.507 2.824  0.2544
69 C -0.058 -0.835 3.471  -0.9435
70 O 0.329 -1.822 2.551  -0.2562
71 C -0.767 -2.387 1.839  -0.4846
72 H -1.746 2.845 2.476  0.0159
73 H -0.975 4.312 1.876  0.4405
74 H -0.572 3.681 3.472  0.3145
75 H 1.157 3.180 1.495  0.6065
76 H -0.118 2.221 0.812  0.0168
77 H 2.123 -0.146 2.154  0.5504
78 H 2.420 1.365 1.213  0.4446
79 H 1.082 0.254 0.779  0.2576
80 H 1.927 0.921 4.202  0.4361
81 H 0.697 2.157 4.456  0.4536
82 H 2.129 3.867 3.479  0.3239
83 H 3.174 2.626 2.733  0.3213
84 H 3.199 2.879 4.450  0.4391
85 H -0.934 0.328 1.893  -0.3014
86 H -1.043 1.064 3.500  0.4426
87 H -0.909 -1.151 4.087  0.2865
88 H 0.777 -0.736 4.164  0.3670
89 H -1.336 -1.615 1.308  0.1095
90 H -1.437 -2.911 2.527  0.3220
91 H -0.366 -3.076 1.105  0.2589

- What is the formula in the second record?
  C24H60BrN3O3

- Which value of F_max does entry 2 give?
  0.025 Eh/bohr

- The lowest energy belongs to which entry?
  C24H60BrN3O3